Record 1
This record from the OMol25 dataset describes an isolated ion of composition ClHNO2S and charge -1 in a non-equilibrium geometry. The level of theory is ωB97M-V/def2-TZVPD.

The energy above the lowest of the compared OMol25 structures with the same formula, charge and spin comes out at 90.92 kJ/mol. The orbital gap (alpha / beta) is 0.1902 / 0.3191 hartree. As for the spin multiplicity: 3. Its net charge is -1. The LUMO energy (alpha / beta) comes out at 0.1564 / 0.1050 Ha. The expectation value of S² is 2.01.

XYZ file:
```
6
ClHNO2S | the OMol25 dataset | ωB97M-V/def2-TZVPD
N -0.906 1.093 0.582
O 0.396 0.139 -1.857
O -0.514 -1.419 -0.187
S 0.053 -0.132 -0.433
Cl 1.889 -0.012 0.550
H -0.918 0.331 1.345
```

***

Record 2
This record from the OMol25 dataset describes a 2-piece molecular cluster, ClHO4 overall in a non-equilibrium geometry. The level of theory is ωB97M-V/def2-TZVPD.

The energy above the lowest of the compared OMol25 structures with the same formula, charge and spin comes out at 256.99 kJ/mol. The orbital gap (alpha / beta) is 0.2795 / 0.2800 hartree. The LUMO energy (alpha / beta) comes out at -0.1458 / -0.1458 Ha.

XYZ file:
```
6
ClHO4 | the OMol25 dataset | ωB97M-V/def2-TZVPD
O 1.651 -0.638 -0.159
O -1.115 -0.954 -0.636
O -1.033 0.607 1.189
O -0.686 1.414 -0.963
Cl -0.634 0.309 -0.157
H 1.816 -0.738 0.726
```

***

Record 3
This record from the OMol25 dataset describes ClHg5O16S3 as an isolated structure in a non-equilibrium geometry. The level of theory is ωB97M-V/def2-TZVPD.

The energy above the lowest of the compared OMol25 structures with the same formula, charge and spin comes out at 0.00 kJ/mol. The orbital gap is 0.0708 hartree. Its net charge is +3. The LUMO energy comes out at -0.5595 Ha.

XYZ file:
```
25
ClHg5O16S3 | the OMol25 dataset | ωB97M-V/def2-TZVPD
Hg -0.323 2.243 1.843
Hg 1.212 -0.874 1.816
Hg 0.975 -2.669 -2.634
Hg -1.351 1.394 -3.879
Hg 4.235 1.123 -2.423
S -1.772 -0.904 2.312
O -1.655 -1.613 3.596
O -1.373 0.507 2.602
O -0.799 -1.418 1.275
O -3.147 -1.075 1.908
S 1.790 1.448 4.296
O 1.320 1.004 2.867
O 2.794 2.460 4.114
O 0.533 1.970 4.867
O 2.224 0.298 5.048
S 0.926 0.572 -1.224
O 1.317 -0.858 -1.154
O 2.049 1.402 -1.655
O -0.236 0.785 -2.104
O 0.530 0.914 0.193
Cl -1.860 -1.404 -4.337
O -2.402 -2.627 -4.739
O -1.055 -1.588 -3.122
O -0.982 -0.721 -5.294
O -2.947 -0.369 -4.172
```

***

Record 4
This record from the OMol25 dataset describes ClI3P2 as an isolated structure in a non-equilibrium geometry. The level of theory is ωB97M-V/def2-TZVPD.

The energy above the lowest of the compared OMol25 structures with the same formula, charge and spin comes out at 140.13 kJ/mol. The orbital gap (alpha / beta) is 0.2331 / 0.2456 hartree. The LUMO energy (alpha / beta) comes out at -0.0792 / -0.0692 Ha.

XYZ file:
```
6
ClI3P2 | the OMol25 dataset | ωB97M-V/def2-TZVPD
P 0.973 0.332 -0.359
P -1.635 -0.170 0.994
Cl 1.445 1.999 0.557
I -1.901 1.322 -0.876
I 3.294 -0.974 -0.651
I -2.176 -2.510 0.334
```

***

Record 5
This record from the OMol25 dataset describes ClInO16P4Y3 as an isolated structure in a non-equilibrium geometry. The level of theory is ωB97M-V/def2-TZVPD.

The orbital gap is 0.0648 hartree. Its net charge is -1. The LUMO energy comes out at -0.1045 Ha.

XYZ file:
```
25
ClInO16P4Y3 | the OMol25 dataset | ωB97M-V/def2-TZVPD
In -1.986 -3.268 -1.275
Y 1.040 -2.246 2.231
Y -0.549 2.357 -1.714
Y -0.324 1.704 3.616
P -0.403 4.020 0.882
O -0.678 3.083 1.981
O -1.488 3.868 -0.172
O 0.581 3.513 -0.080
O -0.382 5.529 0.897
P 1.546 2.321 -3.983
O 1.854 3.782 -4.302
O 1.606 2.260 -2.503
O 2.322 1.341 -4.815
O -0.007 2.089 -3.965
P -1.223 -5.007 2.095
O -1.116 -6.564 1.836
O -2.330 -4.258 1.507
O -0.089 -4.084 1.797
O -1.552 -4.716 3.647
P 0.265 -0.356 0.596
O 0.266 0.610 -0.522
O 1.638 -0.973 0.556
O -0.602 -1.781 0.725
O 0.147 0.150 2.093
Cl 1.463 -3.374 -1.129
```

***

Record 6
This record from the OMol25 dataset describes ClLi as an isolated structure. The level of theory is ωB97M-V/def2-TZVPD.

The energy above the lowest of the compared OMol25 structures with the same formula, charge and spin comes out at 0.00 kJ/mol. The orbital gap (alpha / beta) is 0.1341 / 0.3357 hartree. As for the spin multiplicity: 2. Its net charge is -1. The LUMO energy (alpha / beta) comes out at 0.1291 / 0.1477 Ha. The expectation value of S² is 0.75.

XYZ file:
```
2
ClLi | the OMol25 dataset | ωB97M-V/def2-TZVPD
Li 8.731 23.878 13.187
Cl 9.032 23.462 15.526
```

***

Record 7
This record from the OMol25 dataset describes ClLi3 as an isolated structure in a non-equilibrium geometry. The level of theory is ωB97M-V/def2-TZVPD.

The energy above the lowest of the compared OMol25 structures with the same formula, charge and spin comes out at 391.77 kJ/mol. The orbital gap is 0.1907 hartree. Its net charge is +2. The LUMO energy comes out at -0.3156 Ha.

XYZ file:
```
4
ClLi3 | the OMol25 dataset | ωB97M-V/def2-TZVPD
Li 4.045 5.093 -8.662
Li 2.711 10.626 -12.737
Li 3.172 10.054 -7.773
Cl 1.073 7.182 -10.706
```

***

Record 8
This record from the OMol25 dataset describes a 2-piece molecular cluster, ClNO2S overall in a non-equilibrium geometry. The level of theory is ωB97M-V/def2-TZVPD.

The energy above the lowest of the compared OMol25 structures with the same formula, charge and spin comes out at 194.04 kJ/mol. The orbital gap (alpha / beta) is 0.2578 / 0.3020 hartree. The LUMO energy (alpha / beta) comes out at -0.0868 / -0.0551 Ha.

XYZ file:
```
5
ClNO2S | the OMol25 dataset | ωB97M-V/def2-TZVPD
N 1.163 -0.089 -0.205
O 1.838 0.766 -0.682
O 0.045 -0.532 -0.186
S -2.070 0.441 0.781
Cl -3.701 -0.451 -0.181
```